[1]
C3H7ClN3 | ωB97M-V/def2-TZVPD

Last column: natural (NBO) charge in e.
Element x y z (Å)
C: 0.126 1.185 -0.286  0.33
C: 0.314 -0.056 1.620  0.09
C: -0.184 -0.703 -1.891  -0.41
N: 0.286 -0.926 0.477  -0.43
N: 0.149 -0.081 -0.614  -0.13
N: 0.242 1.277 1.039  -0.57
Cl: -1.030 -0.319 2.785  0.00
H: -0.151 1.834 -1.131  0.27
H: 1.387 -0.010 2.282  0.24
H: -1.211 -0.990 -1.892  0.23
H: -0.094 0.021 -2.645  0.24
H: 0.306 -1.634 -1.869  0.24
H: -0.305 -1.681 0.380  0.41
H: 0.165 2.083 1.746  0.48

Cartesian forces (eV/Å) of the 6 atoms listed first:
C -0.936 -1.232 -0.488
C 2.691 0.470 2.691
C -0.899 0.245 1.797
N 2.357 2.584 0.161
N -0.379 0.453 -0.736
N -0.276 1.690 1.185

## Properties
Net charge: +1
Frontier orbital gap in eV: 10.01
Strongest force on any atom in eV Å⁻¹: 3.83
Electronic energy in a.u.: -742.65100
Energy above the lowest of the compared OMol25 structures with the same formula, charge and spin in eV: 2.179
Structure (SMILES): CN1C=[NH+][C@@H](Cl)N1
HOMO in Ha: -0.506

[2]
C9H14O | ωB97M-V/def2-TZVPD

Last column: Mulliken spin population.
Element x y z (Å)
C: 3.407 1.157 1.696  0.01
C: 1.960 0.641 1.507  -0.01
H: 3.394 2.201 1.372  0.00
H: 3.729 1.018 2.732  0.00
H: 4.128 0.858 0.937  0.00
H: 1.185 1.202 2.053  0.01
H: 1.747 -0.397 1.700  0.01
H: 1.787 1.129 0.533  -0.01
C: 0.866 -1.015 -1.755  -0.01
C: -2.946 -0.076 0.000  0.21
C: -2.668 -1.316 -0.499  -0.02
C: -2.130 1.016 -0.377  0.50
C: -1.429 -1.671 -1.095  0.44
C: -0.826 0.637 -0.865  0.14
C: -0.446 -0.696 -1.142  -0.20
O: -4.099 0.253 0.676  -0.20
H: -3.461 -2.046 -0.342  -0.09
H: -4.359 -0.518 1.174  0.05
H: -2.410 2.052 -0.265  0.06
H: -1.126 -2.709 -1.216  0.12
H: -0.050 1.394 -0.912  -0.01
H: 1.136 -0.313 -2.565  -0.01
H: 0.864 -1.993 -2.233  0.00
H: 1.747 -0.809 -1.113  0.00

Cartesian forces (eV/Å) of the 6 atoms listed first:
C -0.768 0.387 0.374
C 0.299 2.335 -0.774
H -0.194 0.437 0.959
H 0.583 0.254 -0.304
H 0.029 -1.243 0.288
H 0.670 -0.061 0.583

## Properties
Net charge: -1
Frontier orbital gap (spin up / spin down) in eV: 2.51 / 6.80
⟨S²⟩: 0.76
Strongest force on any atom in eV Å⁻¹: 2.48
Electronic energy in a.u.: -426.48108
Energy above the lowest of the compared OMol25 structures with the same formula, charge and spin in eV: 1.177
2S+1: 2
HOMO (spin up / spin down) in Ha: 0.033 / -0.125

[3]
C5H25N2O6 | ωB97M-V/def2-TZVPD

Last column: natural (NBO) charge in e.
Element x y z (Å)
C: -0.208 -2.108 -1.782  -0.65
C: -0.589 -1.506 -0.408  -0.02
C: 0.770 -1.366 0.392  -0.47
C: 1.841 -0.514 -0.279  0.16
C: 3.034 -0.961 -0.673  -0.38
N: 1.542 0.861 -0.785  -0.73
N: -1.584 -2.332 0.426  -0.84
H: -0.033 -3.179 -1.613  0.21
H: 0.664 -1.747 -2.407  0.24
H: -1.060 -1.932 -2.332  0.22
H: -1.046 -0.506 -0.551  0.18
H: 0.572 -1.054 1.449  0.24
H: 1.110 -2.381 0.523  0.23
H: 3.841 -0.578 -1.401  0.24
H: 3.219 -1.944 -0.311  0.22
H: 1.632 1.466 0.212  0.49
H: 0.663 0.837 -1.274  0.45
H: 2.313 1.220 -1.253  0.43
H: -2.411 -2.560 0.005  0.37
H: -1.118 -3.205 0.456  0.35
H: -2.003 2.164 -1.072  0.46
H: -2.991 1.951 -2.067  0.47
O: -2.222 2.352 -1.919  -0.92
H: -0.061 1.388 -3.010  0.50
H: 1.207 1.589 -3.877  0.50
O: 0.864 1.213 -3.104  -0.99
H: -0.199 3.785 1.433  0.48
H: -1.374 2.926 1.915  0.51
O: -0.458 3.049 1.999  -0.97
H: -2.728 0.248 1.748  0.48
H: -1.751 0.393 2.674  0.50
O: -2.128 0.970 1.915  -0.99
H: 2.796 2.357 2.396  0.52
H: 1.191 2.335 2.169  0.53
O: 2.080 2.262 1.623  -1.01
H: -2.207 -2.109 2.300  0.50
H: -1.170 -1.788 3.417  0.47
O: -1.996 -1.593 3.066  -0.98

Cartesian forces (eV/Å) of the 6 atoms listed first:
C 1.207 -0.528 1.004
C 0.771 0.797 0.458
C -1.332 0.972 1.202
C 1.149 -0.134 -1.787
C 0.397 -0.362 -0.525
N -0.979 -0.571 6.666

## Properties
Net charge: +1
Frontier orbital gap in eV: 10.70
Strongest force on any atom in eV Å⁻¹: 6.76
Electronic energy in a.u.: -766.13205
Energy above the lowest of the compared OMol25 structures with the same formula, charge and spin in eV: 3.919
HOMO in Ha: -0.489

Copy entry 3 word for word.
C5H25N2O6 | ωB97M-V/def2-TZVPD

Last column: natural (NBO) charge in e.
Element x y z (Å)
C: -0.208 -2.108 -1.782  -0.65
C: -0.589 -1.506 -0.408  -0.02
C: 0.770 -1.366 0.392  -0.47
C: 1.841 -0.514 -0.279  0.16
C: 3.034 -0.961 -0.673  -0.38
N: 1.542 0.861 -0.785  -0.73
N: -1.584 -2.332 0.426  -0.84
H: -0.033 -3.179 -1.613  0.21
H: 0.664 -1.747 -2.407  0.24
H: -1.060 -1.932 -2.332  0.22
H: -1.046 -0.506 -0.551  0.18
H: 0.572 -1.054 1.449  0.24
H: 1.110 -2.381 0.523  0.23
H: 3.841 -0.578 -1.401  0.24
H: 3.219 -1.944 -0.311  0.22
H: 1.632 1.466 0.212  0.49
H: 0.663 0.837 -1.274  0.45
H: 2.313 1.220 -1.253  0.43
H: -2.411 -2.560 0.005  0.37
H: -1.118 -3.205 0.456  0.35
H: -2.003 2.164 -1.072  0.46
H: -2.991 1.951 -2.067  0.47
O: -2.222 2.352 -1.919  -0.92
H: -0.061 1.388 -3.010  0.50
H: 1.207 1.589 -3.877  0.50
O: 0.864 1.213 -3.104  -0.99
H: -0.199 3.785 1.433  0.48
H: -1.374 2.926 1.915  0.51
O: -0.458 3.049 1.999  -0.97
H: -2.728 0.248 1.748  0.48
H: -1.751 0.393 2.674  0.50
O: -2.128 0.970 1.915  -0.99
H: 2.796 2.357 2.396  0.52
H: 1.191 2.335 2.169  0.53
O: 2.080 2.262 1.623  -1.01
H: -2.207 -2.109 2.300  0.50
H: -1.170 -1.788 3.417  0.47
O: -1.996 -1.593 3.066  -0.98

Cartesian forces (eV/Å) of the 6 atoms listed first:
C 1.207 -0.528 1.004
C 0.771 0.797 0.458
C -1.332 0.972 1.202
C 1.149 -0.134 -1.787
C 0.397 -0.362 -0.525
N -0.979 -0.571 6.666

## Properties
Net charge: +1
Frontier orbital gap in eV: 10.70
Strongest force on any atom in eV Å⁻¹: 6.76
Electronic energy in a.u.: -766.13205
Energy above the lowest of the compared OMol25 structures with the same formula, charge and spin in eV: 3.919
HOMO in Ha: -0.489